A single C3H2ClNO2 molecule at a distorted geometry. Source: OMol25; level of theory: ωB97M-V with the def2-TZVPD basis set.

ORCA input file:
```
! wB97M-V def2-TZVPD RIJCOSX def2/J DEFGRID3
* xyz 0 1
C 0.02776 0.19849 0.12702
N -0.75776 1.16836 0.21298
C -2.10626 1.17760 -0.09097
O -2.59441 2.06855 -0.72160
C -2.97025 0.08246 0.60885
O -2.95758 -0.08315 1.77489
Cl -4.06552 -1.00967 -0.54946
H 1.10381 0.20606 0.13876
H -0.36829 -0.76479 -0.29855
*
```

Its structure (SMILES) is C=NC(=O)C(=O)Cl. The value obtained for the energy above the lowest of the compared OMol25 structures with the same formula, charge and spin is 150.3 kJ/mol. As for the strongest force on any atom: 3.4 eV/A.

***

2 unconnected molecules or ions with the total composition C3H2ClNO2 at a distorted geometry. Source: OMol25; level of theory: ωB97M-V with the def2-TZVPD basis set.

ORCA input file:
```
! wB97M-V def2-TZVPD RIJCOSX def2/J DEFGRID3
* xyz 0 1
O -0.83244 -1.93119 -0.43815
C -0.99649 -0.79573 -0.29478
C -1.24476 0.41835 0.10866
Cl -2.89187 1.02468 0.17966
H -0.62474 1.31372 0.23932
N 1.77808 -0.31376 0.76943
C 1.83373 0.19533 -0.33348
O 2.10431 0.66926 -1.36147
H 0.87419 -0.58066 1.13082
*
```

Its structure (SMILES) is O=C=CCl.N=C=O. The value obtained for the energy above the lowest of the compared OMol25 structures with the same formula, charge and spin is 156.1 kJ/mol. As for the strongest force on any atom: 2.5 eV/A.

***

A single C3H2ClNOS molecule at a distorted geometry. Source: OMol25; level of theory: ωB97M-V with the def2-TZVPD basis set.

ORCA input file:
```
! wB97M-V def2-TZVPD RIJCOSX def2/J DEFGRID3
* xyz 0 1
S -1.79040 -1.20198 -0.00346
C -0.58974 0.11200 0.11523
O -1.09793 1.34696 -0.01864
N -0.03591 2.27330 0.01943
C 1.03641 1.53803 -0.00492
C 0.74012 0.14688 -0.06707
Cl 1.83844 -1.17392 0.00343
H -2.74216 -0.27519 -0.18410
H 2.04920 1.99310 -0.06521
*
```

Its structure (SMILES) is Sc1oncc1Cl. The value obtained for the energy above the lowest of the compared OMol25 structures with the same formula, charge and spin is 140.0 kJ/mol. As for the strongest force on any atom: 2.6 eV/A.

***

- Among the records above, which one has the lowest strongest force on any atom?
  number 2

***

- Which value of strongest force on any atom does entry 1 give?
  3.4 eV/A